{
  "formula": "C78H150N6O24",
  "method": "ωB97M-V/def2-TZVPD",
  "e_lumo_ev": 0.0,
  "homo_lumo_gap_ev": 7.735,
  "e_above_lowest_ev": 6.2802,
  "elements": ["C", "C", "C", "C", "C", "C", "C", "C", "C", "N", "O", "H", "H", "H", "H", "H", "H", "H", "H", "H", "H", "H", "H", "H", "H", "H", "H", "H", "H", "H", "C", "C", "C", "C", "C", "C", "C", "C", "C", "N", "O", "H", "H", "H", "H", "H", "H", "H", "H", "H", "H", "H", "H", "H", "H", "H", "H", "H", "H", "H", "C", "C", "C", "C", "C", "C", "C", "C", "C", "N", "O", "H", "H", "H", "H", "H", "H", "H", "H", "H", "H", "H", "H", "H", "H", "H", "H", "H", "H", "H", "C", "C", "C", "C", "C", "C", "C", "C", "C", "N", "O", "H", "H", "H", "H", "H", "H", "H", "H", "H", "H", "H", "H", "H", "H", "H", "H", "H", "H", "H", "C", "C", "C", "C", "C", "C", "C", "C", "C", "N", "O", "H", "H", "H", "H", "H", "H", "H", "H", "H", "H", "H", "H", "H", "H", "H", "H", "H", "H", "H", "C", "C", "C", "C", "C", "C", "C", "C", "C", "N", "O", "H", "H", "H", "H", "H", "H", "H", "H", "H", "H", "H", "H", "H", "H", "H", "H", "H", "H", "H", "C", "C", "C", "O", "C", "O", "O", "H", "H", "H", "H", "H", "H", "C", "C", "C", "O", "C", "O", "O", "H", "H", "H", "H", "H", "H", "C", "C", "C", "O", "C", "O", "O", "H", "H", "H", "H", "H", "H", "C", "C", "C", "O", "C", "O", "O", "H", "H", "H", "H", "H", "H", "C", "C", "C", "O", "C", "O", "O", "H", "H", "H", "H", "H", "H", "C", "C", "C", "O", "C", "O", "O", "H", "H", "H", "H", "H", "H"],
  "xyz": [[-0.7284, 5.7959, -4.7602], [-1.3133, 5.0935, -3.4923], [-1.4733, 3.5622, -3.8806], [-0.3238, 5.2387, -2.3508], [-0.2604, 6.6748, -1.6954], [-1.6946, 6.8743, -1.0863], [-2.8823, 6.7041, -2.0364], [-4.1883, 6.5446, -1.2354], [-2.9567, 8.0229, -2.9712], [-2.6025, 5.5101, -2.9213], [-3.7267, 5.1096, -3.6801], [-0.5609, 6.8469, -4.5249], [0.2359, 5.3672, -5.0328], [-1.3937, 5.9746, -5.6050], [-1.5255, 2.8739, -3.0371], [-2.3683, 3.3186, -4.4531], [-0.6101, 3.2799, -4.4834], [-0.4701, 4.4485, -1.6144], [0.5681, 4.8881, -2.8702], [0.4500, 7.0025, -0.9364], [0.0218, 7.4600, -2.3967], [-1.5322, 7.8954, -0.7414], [-1.7829, 6.3952, -0.1112], [-4.3119, 7.4681, -0.6698], [-4.1873, 5.7037, -0.5419], [-5.0193, 6.2466, -1.8747], [-2.0875, 8.6802, -2.9964], [-3.7880, 8.6662, -2.6828], [-3.2000, 7.6683, -3.9727], [-3.8092, 5.8715, -4.2582], [-1.0046, 2.1510, 0.1258], [-0.3844, 0.8183, -0.3940], [-1.3135, -0.2855, -0.1923], [-0.0898, 1.0378, -1.8106], [0.8747, -0.0372, -2.5206], [2.2611, -0.1521, -1.8436], [2.1283, -0.2302, -0.2423], [1.8446, -1.6875, 0.2808], [3.4861, 0.2337, 0.3466], [1.0043, 0.7312, 0.2273], [1.1409, 0.9262, 1.5577], [-1.9326, 2.3345, -0.4158], [-1.3334, 2.0198, 1.1567], [-0.4367, 3.0615, 0.3170], [-2.1919, -0.0024, -0.7723], [-1.0546, -1.2383, -0.6541], [-1.6863, -0.3698, 0.8285], [-1.0941, 1.0406, -2.2342], [0.2899, 2.0492, -1.9559], [0.4076, -1.0171, -2.4217], [0.9729, -0.0165, -3.6059], [3.0049, 0.5410, -2.2366], [2.5083, -1.1794, -2.1112], [0.8498, -1.9055, 0.6693], [2.6131, -2.2152, 0.8456], [1.8821, -2.2519, -0.6509], [4.3387, -0.2346, -0.1452], [3.5535, 0.2107, 1.4343], [3.6704, 1.2899, 0.1501], [0.9945, 0.0127, 1.8140], [-2.3550, -5.2284, -0.2097], [-3.0166, -5.3541, -1.5758], [-2.1940, -6.3992, -2.3993], [-4.4093, -5.9157, -1.2267], [-5.4250, -5.7529, -2.3776], [-5.5238, -4.2645, -2.7136], [-4.0932, -3.6079, -3.0878], [-3.8179, -3.9949, -4.5802], [-4.3314, -2.0815, -2.9712], [-3.0472, -4.0008, -2.1344], [-1.7698, -3.4317, -2.4173], [-2.4015, -6.1321, 0.3979], [-1.2765, -5.1027, -0.1144], [-2.7266, -4.3644, 0.3412], [-2.5570, -6.5970, -3.4079], [-1.1788, -6.0868, -2.6441], [-2.1316, -7.3154, -1.8121], [-4.4217, -6.9523, -0.8900], [-4.8687, -5.4699, -0.3444], [-5.1125, -6.3234, -3.2522], [-6.3989, -6.2382, -2.3138], [-5.9955, -3.7684, -1.8654], [-6.2032, -4.2052, -3.5640], [-2.9840, -3.3881, -4.9330], [-4.5946, -3.8910, -5.3379], [-3.4465, -5.0114, -4.7101], [-4.3624, -1.8115, -1.9157], [-5.1967, -1.7660, -3.5541], [-3.4995, -1.5319, -3.4115], [-1.6959, -3.3892, -3.3735], [-2.7856, -3.0002, 6.8710], [-1.5195, -3.0599, 6.0057], [-1.4334, -1.6904, 5.2991], [-0.3642, -3.0914, 7.0543], [0.9493, -3.3648, 6.3914], [0.8860, -4.6387, 5.5255], [-0.3167, -4.6406, 4.4189], [0.2891, -3.9365, 3.0783], [-0.5088, -6.1108, 4.1213], [-1.5767, -4.1718, 5.0193], [-2.8009, -4.1886, 4.3796], [-2.7889, -2.1978, 7.6088], [-3.6300, -2.7732, 6.2201], [-2.8614, -3.9638, 7.3748], [-2.3876, -1.2344, 5.0353], [-0.7501, -0.9279, 5.6731], [-0.8890, -1.8191, 4.3636], [-0.1355, -2.1512, 7.5562], [-0.5189, -3.8634, 7.8081], [1.1375, -2.4693, 5.7992], [1.8454, -3.3140, 7.0099], [0.8312, -5.5374, 6.1399], [1.8859, -4.6044, 5.0929], [-0.3380, -3.9007, 2.1874], [1.2995, -4.3130, 2.9188], [0.4149, -2.8589, 3.1828], [-1.1507, -6.4678, 3.3160], [-0.7442, -6.5308, 5.0993], [0.3682, -6.6767, 3.8071], [-3.0911, -5.0316, 4.7355], [5.1061, -3.6761, -5.5325], [5.7079, -2.3211, -5.1162], [4.4844, -1.4785, -4.8327], [6.4568, -2.4630, -3.7560], [7.7862, -3.2555, -3.9047], [8.6843, -2.5561, -5.0378], [7.9243, -2.1968, -6.4047], [8.7433, -1.0705, -6.9720], [7.9528, -3.3818, -7.4710], [6.5126, -1.6871, -6.2146], [5.7757, -1.4746, -7.4421], [5.8628, -4.4291, -5.7529], [4.5661, -4.1173, -4.6948], [4.4290, -3.7370, -6.3846], [3.6758, -1.3379, -5.5500], [4.0468, -1.6482, -3.8489], [5.0649, -0.5856, -4.6010], [6.5737, -1.4462, -3.3811], [5.8496, -3.0820, -3.0957], [8.3478, -3.3611, -2.9765], [7.6241, -4.2859, -4.2210], [9.4821, -3.2747, -5.2259], [9.1637, -1.7464, -4.4876], [8.9852, -0.2055, -6.3544], [8.1632, -0.5112, -7.7059], [9.6588, -1.5676, -7.2927], [7.1489, -3.2236, -8.1899], [7.7409, -4.3783, -7.0834], [8.9681, -3.5012, -7.8490], [6.5012, -1.0090, -7.8646], [0.0893, 4.0434, 6.9988], [-1.0508, 3.0253, 6.7606], [-0.7050, 1.5590, 7.1713], [-2.1035, 3.7760, 7.7088], [-3.4202, 3.0435, 7.5028], [-3.8182, 3.2612, 6.0654], [-2.8483, 2.8325, 4.9379], [-3.0693, 1.3543, 4.6584], [-3.1547, 3.7200, 3.7579], [-1.3840, 3.2161, 5.3324], [-0.4039, 2.7231, 4.4849], [0.9542, 3.4344, 7.2618], [-0.0672, 4.8406, 7.7255], [0.2974, 4.7388, 6.1856], [-0.1055, 1.4417, 8.0741], [-0.0464, 1.0580, 6.4618], [-1.6275, 0.9864, 7.2668], [-1.8950, 3.6729, 8.7737], [-2.2789, 4.7926, 7.3571], [-4.2025, 3.6561, 7.9509], [-3.5681, 2.0433, 7.9101], [-3.9308, 4.3451, 6.0430], [-4.8154, 2.8484, 5.9127], [-2.5394, 1.1378, 3.7307], [-2.5670, 0.9083, 5.5167], [-4.0577, 0.9019, 4.5782], [-4.1371, 3.5609, 3.3133], [-3.1503, 4.7531, 4.1054], [-2.4509, 3.5680, 2.9395], [0.1433, 3.4782, 4.2569], [-0.2380, 0.7435, -8.8286], [-1.1042, 1.3009, -7.7070], [-2.6241, 1.1439, -7.8122], [-3.0264, 0.9431, -6.4733], [-2.0016, 0.7267, -5.7243], [-2.1199, 0.6751, -4.5415], [-0.8907, 0.7023, -6.4991], [0.8281, 0.8437, -8.6249], [-0.4576, 1.4603, -9.6199], [-0.4792, -0.2596, -9.1803], [-0.9701, 2.3817, -7.6632], [-2.9619, 0.3656, -8.4966], [-2.8096, 2.0583, -8.3758], [-6.2115, -3.4866, 1.4995], [-5.2844, -2.5515, 2.3126], [-4.2581, -1.9364, 1.3680], [-4.6334, -0.5950, 1.1399], [-5.6015, -0.2962, 2.0877], [-6.2409, 0.7428, 2.0467], [-5.9493, -1.3801, 2.8161], [-5.8860, -4.4825, 1.1989], [-6.5757, -3.0079, 0.5904], [-7.1878, -3.6715, 1.9477], [-4.9148, -3.2450, 3.0679], [-4.0659, -2.3119, 0.3629], [-3.3140, -1.8971, 1.9113], [-4.2648, 1.6198, -2.2519], [-5.1298, 2.0362, -3.4412], [-6.0550, 0.9573, -4.0093], [-6.9711, 1.7727, -4.7020], [-7.0310, 2.9293, -3.9556], [-7.9761, 3.6913, -3.9542], [-5.9993, 3.0333, -3.0925], [-3.2090, 1.6025, -2.5222], [-4.3758, 0.6727, -1.7238], [-4.2753, 2.3914, -1.4821], [-4.4406, 2.3459, -4.2268], [-6.5761, 0.4697, -3.1854], [-5.5740, 0.2038, -4.6330], [3.4128, 1.3032, 4.8345], [4.9066, 1.0015, 4.8657], [5.6518, 1.2810, 3.5228], [6.1103, 2.6593, 3.7221], [6.1635, 2.8544, 5.0843], [6.8737, 3.7477, 5.6109], [5.6562, 1.7625, 5.6961], [3.0130, 1.7139, 3.9074], [3.2600, 2.1231, 5.5363], [2.7841, 0.4317, 5.0171], [4.9468, -0.0255, 5.2286], [5.1846, 1.4308, 2.5495], [6.5907, 0.7302, 3.4653], [6.7048, -3.3477, 1.9347], [5.4317, -3.6367, 2.9229], [5.6937, -3.2907, 4.4350], [4.5678, -2.5790, 4.8050], [3.8663, -2.3167, 3.6886], [2.8616, -1.6701, 3.6938], [4.3874, -2.7615, 2.6325], [6.3920, -3.5633, 0.9131], [7.5114, -3.9462, 2.3581], [7.0116, -2.3098, 2.0637], [5.0622, -4.6429, 2.7255], [6.6307, -2.8926, 4.8242], [5.7580, -4.2213, 4.9990], [4.8031, 4.6134, 0.6726], [3.4425, 5.1769, 1.0495], [2.3050, 4.1208, 1.0280], [1.6918, 4.3814, 2.3177], [2.5043, 5.1151, 3.1358], [2.3325, 5.2707, 4.2759], [3.5930, 5.5478, 2.4342], [4.9899, 4.7619, -0.3910], [4.7969, 3.5474, 0.9001], [5.6340, 5.0765, 1.2047], [2.9863, 6.0371, 0.5595], [2.6324, 3.0842, 1.1077], [1.5752, 4.1119, 0.2184]],
  "forces_ev_per_a": [[-0.6932, 1.5458, 0.8046], [-1.4353, -0.9709, -0.1977], [0.3486, 0.5832, 0.3028], [1.9157, 0.1538, 0.0288], [-1.5770, -1.2370, -0.6267], [1.8259, 1.3027, 0.2501], [1.1169, 0.5910, -1.4152], [0.4300, -0.6610, -0.4618], [-0.8867, -0.9819, 0.6103], [-0.3384, -0.4177, 1.4203], [0.6048, 0.8840, 0.1606], [0.5047, 0.1666, 0.4099], [-0.2545, -0.1314, -0.2079], [-0.2165, -1.0609, -0.2150], [0.1521, 0.4661, 0.1965], [0.0277, 0.6037, -0.1482], [0.1329, -0.1453, 0.0131], [-0.4925, 0.2819, 0.2741], [0.8559, 0.4413, 0.3650], [0.3147, -1.3927, 0.5323], [-0.7420, -0.1152, -0.7984], [-1.1589, 0.6179, -0.1455], [-0.1336, -0.9220, -0.3469], [-0.4567, -0.0589, -0.1400], [0.6644, 0.0071, 0.2166], [-0.1434, 0.8021, -0.1964], [0.3017, -0.4952, 0.0238], [-0.1063, -0.0530, 0.1575], [0.1748, 0.3117, -0.2607], [-0.7134, 0.0298, -0.7336], [-0.9235, -0.8444, 1.4399], [3.5756, 2.0848, 2.0412], [-1.9327, -1.0929, -0.0288], [0.7255, -0.6030, -3.1191], [-0.9562, 0.5126, 1.3769], [-1.6964, -1.2087, 1.1119], [-0.7119, 1.1977, 0.2177], [0.2054, -0.4716, -1.8898], [-0.3134, 1.0817, -0.0782], [1.8655, 0.4881, -3.7905], [-0.7044, -0.6529, 1.4014], [0.1251, 0.3063, -0.2842], [-0.2797, -0.5486, 0.2383], [0.6532, -0.2036, -1.1118], [-0.4309, 0.0116, 0.0704], [0.4441, -0.1156, 0.3706], [0.3202, -0.2851, 0.1580], [0.2394, -0.1799, -0.8440], [0.3091, -0.0664, 0.0040], [-0.2822, -0.1719, 0.4290], [-0.0482, 0.9481, -0.0545], [-0.0811, 0.1751, 0.4192], [0.9417, 0.1490, -0.1953], [0.0454, 0.4083, 0.3093], [0.0147, 0.7100, 0.5482], [-0.3785, -0.4828, -0.1031], [-0.1379, -0.6145, 0.1718], [-0.1059, -0.7269, -0.0257], [-0.3609, 0.3078, -0.3905], [-0.0156, -0.2843, 1.8331], [1.2801, 0.0509, 1.2520], [1.5806, -0.9256, 0.3969], [-0.0954, 0.3842, -0.2893], [-1.9264, -0.0916, -0.8399], [0.8428, -0.0424, -0.5615], [1.0530, -0.7763, -0.0015], [-2.3443, -0.1253, -0.5257], [1.2658, -0.0933, 0.2547], [1.0019, -0.4302, -0.4953], [-1.7549, 0.3417, -0.0411], [-0.5538, -0.4162, 0.4616], [-0.9079, -0.1973, 0.0162], [0.3536, 0.3997, -1.1270], [-0.4836, -0.1965, 0.0586], [-0.7327, -0.2629, 0.1816], [0.1523, 0.3962, 0.6532], [-0.0377, -0.1095, -0.2176], [0.8843, -0.2645, -0.3910], [0.3864, 0.7809, -0.0055], [0.8153, 0.1945, -0.3275], [-0.2772, 0.3528, 1.1446], [0.1905, 0.3144, 0.0468], [0.1869, 0.6127, -0.1386], [0.1046, 0.2845, -0.2355], [-0.4089, 0.3718, 0.5342], [-0.1637, -0.2344, 0.3593], [-0.4063, 0.0841, -0.0844], [-0.2680, -0.1761, 0.3562], [0.2462, 0.0770, 0.0687], [0.1305, -0.2226, -0.3996], [-0.2347, -0.5010, -0.7094], [-0.0885, 2.3687, 0.9841], [0.9292, 0.1144, -1.6266], [0.9656, -1.1326, -0.1982], [-0.0767, -0.0440, -1.1342], [-0.5705, 1.6416, -0.2442], [1.5815, 0.1714, -1.6688], [-0.7831, 0.9243, 1.4610], [0.4094, -1.4102, 0.0932], [2.7234, 1.0512, 3.4674], [0.2289, -0.6345, -1.0510], [0.5338, -0.0294, 0.0019], [-0.2570, -0.4403, 0.1566], [-0.5109, 0.0010, 0.1211], [-0.0049, -0.1507, 0.2172], [-0.4529, 0.0145, 1.0828], [-0.3588, -0.3131, -0.4977], [-1.2623, 0.2665, 0.1225], [-0.4073, -0.0685, 0.1447], [0.0323, -0.1340, -0.8762], [-0.2057, -0.6282, 0.6152], [-0.2421, 0.0521, 0.0999], [-0.2333, -0.6800, -0.9079], [-0.1765, -1.0810, -0.0538], [-0.2544, -0.3217, -0.3510], [0.3057, 0.1156, 0.6939], [-0.9372, 0.7454, 0.2405], [-0.5982, -0.4909, -0.2344], [0.8319, 0.5950, 0.2113], [-0.8905, -0.0890, -0.3682], [0.8094, -1.5597, 0.1351], [-1.8417, -1.8889, -1.6624], [0.9567, 1.9385, 1.2705], [0.9479, -0.9811, -1.3156], [0.2442, 1.1159, -1.8173], [-1.7123, -1.4376, 1.3013], [-0.4940, -0.8351, 0.5936], [0.0203, 0.7122, -0.4267], [0.0015, 0.0740, 1.3984], [0.9612, 0.0459, 3.1540], [0.8333, -0.9429, 1.0458], [0.3093, -0.0202, -0.0713], [-0.2004, 0.1968, 0.1866], [0.0399, 0.7950, -0.0740], [0.5605, -0.1107, -0.2981], [-0.1166, -0.7946, -0.0772], [-0.9365, 1.2666, -0.4614], [0.3278, -0.1132, 0.3510], [-0.4560, 0.4929, 0.0495], [0.0216, 0.4199, 0.0702], [-0.5128, -0.0173, -0.0521], [0.0851, 0.0940, -0.5284], [-0.2050, 0.6472, -0.7473], [0.0574, -0.5670, 0.9501], [0.4777, -0.4806, -1.1045], [0.1024, 0.7695, -0.6705], [0.5504, 0.2395, -0.4102], [-0.1969, 0.1111, 0.6517], [-0.2050, 0.3566, -0.5854], [-0.4513, 0.4895, -0.8465], [1.6619, -0.3613, -0.1444], [0.8456, 2.4990, 1.0997], [-0.0580, 0.5498, -0.0971], [-1.3505, -3.4757, -1.1659], [-1.2524, 1.2326, 0.0719], [0.3665, 0.0606, -0.2455], [0.0358, 0.7077, 0.2049], [1.5516, -0.1501, 0.1249], [-0.2460, 0.2461, -0.6455], [-3.5657, 0.2356, 1.3042], [0.0038, -1.1277, -0.1996], [0.6153, 0.6801, -0.0155], [-0.2984, -0.7395, 0.8879], [0.2177, -0.8298, -0.8013], [-0.3875, 0.5402, 0.4865], [-0.2915, 0.2766, -0.6310], [0.1610, -0.1545, 0.1303], [0.8699, 0.4198, -0.1834], [0.5010, 0.0374, 0.2275], [-0.1547, -0.2127, 0.8750], [0.5930, -0.1425, -0.1358], [-0.0644, 0.1537, -0.4773], [0.0618, -0.1415, -0.4720], [0.2569, -0.4701, 0.0751], [-0.0407, -0.7172, -0.4031], [-0.3466, 0.7786, 0.1041], [-0.2301, -0.3336, 0.2126], [0.3109, 0.0906, -0.2611], [0.2516, 0.1239, 0.0848], [0.0569, 0.3344, -0.1267], [-0.5312, 0.8903, -0.0764], [-0.6225, -0.4865, -1.3043], [1.0152, 0.0690, -2.4839], [-2.9715, 1.0863, -2.5341], [1.2078, 0.6397, 0.9795], [1.0068, -0.8895, 0.2701], [1.8120, -1.1339, 3.1959], [-0.1074, -0.1122, 0.2206], [0.2012, -0.2368, -0.5486], [-0.0790, 0.0136, 0.3108], [0.6823, 0.1260, 0.4403], [-0.0064, -0.5374, 0.5147], [-1.6617, 0.4148, 0.9984], [-1.9966, 0.8225, -0.4699], [-0.8467, -1.6691, -2.0390], [2.1690, 0.1247, 0.4739], [-1.5676, 0.5484, 1.8284], [-2.0053, 1.8976, -2.3639], [1.8154, -2.0043, 0.8735], [0.4957, -0.2924, 0.1859], [0.8533, 0.2703, 0.3733], [0.4813, 0.2888, -0.3940], [0.1192, 0.0090, 0.8706], [0.5874, 1.0840, 0.5661], [-0.3612, -0.8710, 0.2843], [0.3950, -0.1761, -0.1454], [1.1672, 0.4733, 0.5623], [2.5789, -3.0848, 0.4288], [0.9324, 0.0006, 0.7888], [-0.4085, 1.1432, 0.0804], [-2.8901, 1.1993, 0.4999], [1.7663, -1.1386, -0.5416], [-1.5356, 1.0165, -0.6608], [-0.0779, -0.0209, -0.4317], [-0.9076, -0.1404, -0.3380], [-0.4102, 0.1348, 0.0223], [-0.1268, 0.3859, -0.2017], [-0.0858, -0.2302, 0.0990], [-0.0688, 0.3639, -0.2105], [-0.4249, 1.1471, -0.0060], [-1.7004, -1.9996, -3.1552], [0.7111, 1.2458, 0.0357], [-0.5796, 0.1786, 1.8177], [4.3530, 2.2394, 0.2898], [-3.5367, -3.2991, -1.6791], [0.9185, 2.5047, 2.4761], [0.4193, -0.0321, -0.4023], [-0.4346, -0.2703, 0.4230], [0.2350, 0.1150, 0.4091], [0.7060, -0.0818, -0.3112], [-0.6245, -1.1401, 0.2935], [-0.1808, -0.5142, -0.2425], [-2.0531, -0.1972, 2.2249], [3.5172, 0.5872, -0.8536], [1.1473, -2.8443, 0.0278], [-0.3874, 0.4107, 0.3152], [-2.8070, 2.5772, 2.5368], [-0.4338, 0.2325, 0.3721], [1.1168, -1.0685, -3.3377], [0.4354, -0.1220, 0.1074], [0.0634, -0.3040, -0.6144], [-0.2170, 0.0754, -0.1928], [0.1924, -0.1251, 0.4155], [0.0925, 1.2009, -1.0290], [-0.6946, -0.4286, 0.0175], [-0.1816, 0.3475, -0.9979], [-0.2317, -0.6171, 0.3147], [0.5268, -0.4263, 1.6829], [-0.5408, 0.3750, 0.0466], [0.8725, -0.9333, -2.9480], [-0.5949, 0.4666, 2.1933], [-1.2296, -0.3081, 0.3274], [0.0390, -0.2462, -0.1137], [0.1552, 0.0223, -0.0397], [-0.3021, 0.1456, 0.1202], [0.9359, 0.3160, -0.4789], [0.4035, -0.0210, -0.1864], [0.0056, 0.7189, 0.1304]]
}